[1]
{
  "formula": "C23H39NO2",
  "method": "ωB97M-V/def2-TZVPD",
  "elements": ["C", "C", "C", "C", "C", "C", "C", "C", "C", "C", "C", "C", "C", "C", "C", "C", "N", "C", "C", "C", "C", "C", "O", "O", "C", "C", "H", "H", "H", "H", "H", "H", "H", "H", "H", "H", "H", "H", "H", "H", "H", "H", "H", "H", "H", "H", "H", "H", "H", "H", "H", "H", "H", "H", "H", "H", "H", "H", "H", "H", "H", "H", "H", "H", "H"],
  "positions_angstrom": [[5.20, 3.23, 0.78], [4.33, 2.86, -0.42], [2.85, 3.09, -0.14], [1.97, 2.76, -1.33], [0.48, 2.94, -1.02], [-0.41, 2.41, -2.14], [-1.89, 2.55, -1.82], [-2.77, 1.94, -2.91], [-4.26, 2.18, -2.72], [-4.85, 1.61, -1.42], [-4.69, 0.10, -1.29], [-5.43, -0.44, -0.07], [-5.30, -1.96, 0.11], [-3.89, -2.45, 0.44], [-3.42, -2.02, 1.83], [-1.95, -2.37, 2.06], [-1.11, -1.60, 1.18], [0.25, -1.65, 1.15], [0.98, -2.62, 1.85], [2.35, -2.66, 1.77], [3.04, -1.73, 0.99], [4.50, -1.72, 0.88], [5.15, -0.94, 0.22], [5.11, -2.69, 1.60], [2.32, -0.76, 0.29], [0.95, -0.72, 0.37], [4.93, 2.63, 1.64], [5.07, 4.28, 1.04], [6.25, 3.05, 0.55], [4.50, 1.81, -0.66], [4.63, 3.45, -1.29], [2.55, 2.48, 0.72], [2.70, 4.14, 0.14], [2.14, 1.72, -1.63], [2.24, 3.39, -2.18], [0.25, 2.42, -0.09], [0.27, 4.00, -0.86], [-0.19, 2.95, -3.07], [-0.17, 1.36, -2.32], [-2.14, 3.61, -1.71], [-2.10, 2.06, -0.87], [-2.48, 2.37, -3.88], [-2.57, 0.86, -2.98], [-4.80, 1.74, -3.56], [-4.45, 3.25, -2.73], [-5.91, 1.85, -1.39], [-4.38, 2.10, -0.56], [-3.63, -0.15, -1.22], [-5.08, -0.39, -2.19], [-6.49, -0.20, -0.17], [-5.08, 0.07, 0.82], [-5.63, -2.44, -0.81], [-5.98, -2.27, 0.91], [-3.88, -3.54, 0.39], [-3.19, -2.09, -0.31], [-4.03, -2.51, 2.59], [-3.54, -0.94, 1.95], [-1.79, -3.44, 1.87], [-1.69, -2.18, 3.12], [-1.53, -0.76, 0.80], [0.47, -3.35, 2.46], [2.91, -3.40, 2.31], [6.07, -2.62, 1.48], [2.86, -0.05, -0.31], [0.39, 0.02, -0.18]],
  "de_lowest_kj_mol": 5.30,
  "smiles": "CCCCCCCCCCCCCCCCNc1ccc(C(=O)O)cc1",
  "largest_force_ev_per_a": 0.70,
  "lumo_energy_ev": 0.80,
  "e_tot_ha": -1105.0822,
  "mol_weight_g_mol": 361.6
}

---

[2]
{
  "formula": "C4H10N2O2S",
  "method": "ωB97M-V/def2-TZVPD",
  "elements": ["C", "C", "C", "C", "N", "N", "O", "O", "S", "H", "H", "H", "H", "H", "H", "H", "H", "H", "H"],
  "positions_angstrom": [[-0.86, 2.88, 0.88], [-0.59, 2.00, -0.10], [2.15, -2.12, 0.36], [-1.34, 0.75, -0.06], [-1.47, 0.18, -1.28], [0.17, -0.28, 0.66], [-0.27, -2.43, -0.63], [1.05, -0.64, -1.61], [0.69, -1.41, -0.47], [-0.27, 3.77, 0.86], [-1.64, 2.76, 1.55], [0.20, 2.12, -0.70], [1.82, -3.07, 0.65], [3.03, -2.30, -0.33], [2.26, -1.44, 1.27], [-2.21, 0.75, 0.57], [-1.84, -0.86, -1.26], [-0.55, 0.14, -1.70], [-0.33, -0.79, 1.35]],
  "de_lowest_kj_mol": 252.10,
  "largest_force_ev_per_a": 5.88,
  "lumo_energy_ev": 0.71,
  "e_tot_ha": -816.4695,
  "mol_weight_g_mol": 150.2
}

---

[3]
{
  "formula": "C3H3Br2N",
  "method": "ωB97M-V/def2-TZVPD",
  "elements": ["C", "C", "C", "N", "Br", "Br", "H", "H", "H"],
  "positions_angstrom": [[0.04, -1.03, 0.03], [-0.29, -0.08, 0.90], [0.32, 0.64, -1.48], [-0.05, -0.55, -1.30], [-0.62, -0.44, 2.76], [-0.03, 1.32, -3.18], [0.12, -2.01, 0.37], [-0.44, 0.87, 0.51], [0.92, 1.23, -0.78]],
  "de_lowest_kj_mol": 54.44,
  "s2": 2.009,
  "spin_multiplicity": 3,
  "largest_force_ev_per_a": 8.57,
  "lumo_energy_ev": [0.59, -3.16],
  "e_tot_ha": -5318.7021,
  "mol_weight_g_mol": 212.9
}

---

[4]
{
  "formula": "C2H6NO2",
  "method": "ωB97M-V/def2-TZVPD",
  "elements": ["N", "C", "C", "O", "O", "H", "H", "H", "H", "H", "H"],
  "positions_angstrom": [[0.30, -0.02, -1.42], [-0.51, 0.39, -0.16], [0.24, -0.05, 1.07], [1.44, -0.03, 1.12], [-0.46, -0.72, 2.01], [-0.35, 0.28, -2.11], [0.28, -1.08, -1.37], [1.20, 0.34, -1.53], [-0.52, 1.46, -0.17], [-1.51, -0.19, -0.30], [-0.10, -0.38, 2.85]],
  "de_lowest_kj_mol": 99.02,
  "total_charge": 1,
  "smiles": "[NH3+]CC(=O)O",
  "largest_force_ev_per_a": 4.90,
  "lumo_energy_ev": -4.23,
  "e_tot_ha": -284.7661,
  "mol_weight_g_mol": 76.1
}

---

[5]
{
  "formula": "C54H141N10O24",
  "method": "ωB97M-V/def2-TZVPD",
  "elements": ["C", "C", "C", "O", "C", "N", "H", "H", "H", "H", "H", "H", "H", "H", "H", "H", "H", "H", "C", "C", "C", "O", "C", "N", "H", "H", "H", "H", "H", "H", "H", "H", "H", "H", "H", "H", "C", "C", "C", "O", "C", "N", "H", "H", "H", "H", "H", "H", "H", "H", "H", "H", "H", "H", "C", "C", "C", "O", "C", "N", "H", "H", "H", "H", "H", "H", "H", "H", "H", "H", "H", "H", "C", "C", "C", "O", "C", "N", "H", "H", "H", "H", "H", "H", "H", "H", "H", "H", "H", "H", "C", "C", "C", "O", "C", "N", "H", "H", "H", "H", "H", "H", "H", "H", "H", "H", "H", "H", "C", "C", "C", "O", "C", "N", "H", "H", "H", "H", "H", "H", "H", "H", "H", "H", "H", "H", "C", "C", "C", "O", "C", "N", "H", "H", "H", "H", "H", "H", "H", "H", "H", "H", "H", "H", "C", "C", "C", "O", "C", "N", "H", "H", "H", "H", "H", "H", "H", "H", "H", "H", "H", "H", "C", "C", "C", "O", "C", "N", "H", "H", "H", "H", "H", "H", "H", "H", "H", "H", "H", "H", "C", "C", "O", "O", "H", "H", "H", "C", "C", "O", "O", "H", "H", "H", "C", "C", "O", "O", "H", "H", "H", "C", "C", "O", "O", "H", "H", "H", "C", "C", "O", "O", "H", "H", "H", "C", "C", "O", "O", "H", "H", "H", "C", "C", "O", "O", "H", "H", "H"],
  "positions_angstrom": [[11.83, 4.56, -17.74], [12.80, 4.57, -18.97], [12.65, 5.79, -19.72], [13.38, 5.78, -20.86], [13.07, 6.87, -21.74], [14.28, 4.52, -18.47], [14.87, 4.79, -19.25], [14.55, 5.02, -17.64], [14.56, 3.56, -18.32], [12.22, 5.31, -17.04], [11.79, 3.62, -17.18], [10.83, 4.81, -18.10], [12.66, 3.72, -19.63], [12.94, 6.70, -19.20], [11.61, 5.85, -20.03], [13.50, 6.76, -22.73], [13.48, 7.85, -21.49], [11.99, 7.02, -21.87], [-0.54, 6.68, -3.37], [-2.03, 6.28, -3.66], [-3.08, 7.32, -3.57], [-4.37, 7.04, -4.11], [-5.23, 8.17, -4.33], [-2.05, 5.54, -5.02], [-1.44, 5.98, -5.69], [-1.73, 4.59, -4.89], [-3.02, 5.58, -5.29], [-0.27, 7.57, -3.93], [0.23, 5.92, -3.53], [-0.45, 6.94, -2.31], [-2.40, 5.51, -2.99], [-2.64, 8.14, -4.13], [-3.22, 7.75, -2.58], [-5.46, 8.62, -3.37], [-6.21, 7.82, -4.66], [-4.84, 8.92, -5.01], [0.02, -4.21, -24.64], [0.87, -3.48, -23.68], [0.40, -2.03, -23.35], [1.23, -1.53, -22.33], [0.76, -0.30, -21.68], [1.16, -4.39, -22.46], [1.74, -5.12, -22.83], [1.68, -3.87, -21.76], [0.35, -4.74, -21.96], [0.22, -5.28, -24.70], [0.00, -3.79, -25.64], [-1.04, -4.12, -24.43], [1.87, -3.42, -24.12], [-0.62, -1.97, -22.96], [0.31, -1.48, -24.28], [0.13, -0.50, -20.81], [0.15, 0.33, -22.32], [1.53, 0.41, -21.36], [4.30, -9.67, -14.27], [3.22, -10.43, -15.01], [2.64, -11.67, -14.27], [1.59, -12.32, -14.94], [1.51, -13.69, -14.60], [2.13, -9.29, -15.20], [1.43, -9.56, -15.88], [1.62, -9.10, -14.34], [2.51, -8.36, -15.36], [3.89, -9.53, -13.28], [4.50, -8.67, -14.65], [5.25, -10.18, -14.10], [3.67, -10.60, -15.99], [2.45, -11.52, -13.21], [3.43, -12.41, -14.19], [2.14, -14.13, -13.84], [1.83, -14.22, -15.50], [0.49, -14.01, -14.37], [-1.94, 6.90, -18.45], [-1.88, 6.74, -19.93], [-3.12, 6.11, -20.60], [-3.25, 4.78, -20.03], [-4.21, 3.98, -20.66], [-1.51, 8.06, -20.73], [-0.64, 8.38, -20.35], [-1.28, 7.93, -21.71], [-2.15, 8.84, -20.65], [-2.16, 5.94, -17.98], [-2.69, 7.66, -18.20], [-1.04, 7.18, -17.91], [-0.92, 6.25, -20.12], [-2.92, 6.00, -21.66], [-4.01, 6.72, -20.45], [-3.83, 2.95, -20.70], [-4.21, 4.21, -21.73], [-5.15, 4.10, -20.12], [-7.29, 14.35, -12.69], [-6.94, 13.50, -13.95], [-7.17, 12.00, -13.87], [-6.28, 11.35, -12.92], [-6.79, 10.16, -12.20], [-7.66, 14.06, -15.17], [-7.45, 13.61, -16.05], [-8.64, 14.17, -14.99], [-7.32, 15.00, -15.33], [-8.36, 14.43, -12.50], [-6.94, 15.37, -12.86], [-6.78, 13.93, -11.82], [-5.88, 13.61, -14.19], [-6.95, 11.50, -14.82], [-8.19, 11.67, -13.68], [-7.79, 10.38, -11.83], [-6.08, 9.74, -11.49], [-7.02, 9.33, -12.88], [-8.91, -7.25, -12.50], [-8.81, -7.83, -13.88], [-7.88, -9.03, -13.80], [-8.41, -10.16, -13.09], [-7.48, -11.17, -12.90], [-10.24, -8.15, -14.36], [-10.26, -8.48, -15.32], [-10.73, -8.87, -13.84], [-10.91, -7.40, -14.47], [-7.92, -7.10, -12.07], [-9.29, -7.95, -11.76], [-9.49, -6.33, -12.40], [-8.41, -7.08, -14.56], [-6.91, -8.83, -13.36], [-7.63, -9.29, -14.83], [-7.93, -11.87, -12.19], [-6.49, -10.96, -12.50], [-7.28, -11.72, -13.82], [-5.77, -2.71, -2.34], [-5.64, -3.92, -3.29], [-6.85, -4.84, -3.26], [-6.72, -5.91, -4.13], [-7.81, -6.80, -4.01], [-5.48, -3.33, -4.72], [-5.51, -4.07, -5.40], [-6.16, -2.68, -5.09], [-4.52, -3.04, -4.89], [-5.38, -3.01, -1.37], [-6.78, -2.28, -2.33], [-5.20, -1.85, -2.67], [-4.71, -4.47, -3.18], [-7.75, -4.23, -3.37], [-6.93, -5.20, -2.23], [-8.66, -6.54, -4.65], [-8.28, -6.87, -3.03], [-7.49, -7.78, -4.36], [6.28, -2.00, -8.48], [6.47, -3.16, -7.47], [7.18, -2.63, -6.23], [7.33, -3.81, -5.42], [7.76, -3.63, -4.07], [5.09, -3.69, -6.99], [4.63, -2.98, -6.44], [4.45, -3.84, -7.76], [5.03, -4.58, -6.52], [7.17, -1.46, -8.78], [5.54, -1.30, -8.11], [5.93, -2.40, -9.43], [7.02, -3.98, -7.94], [6.62, -1.91, -5.63], [8.11, -2.12, -6.49], [7.20, -2.83, -3.58], [8.80, -3.33, -3.98], [7.74, -4.51, -3.43], [-3.05, 0.57, -12.98], [-1.74, 0.89, -13.68], [-0.75, 1.77, -12.89], [0.33, 1.95, -13.82], [1.43, 2.72, -13.51], [-1.12, -0.50, -13.96], [-0.21, -0.44, -14.40], [-1.06, -1.06, -13.13], [-1.69, -0.96, -14.65], [-3.81, 1.36, -12.94], [-2.85, 0.32, -11.94], [-3.60, -0.24, -13.46], [-1.82, 1.36, -14.66], [-0.49, 1.42, -11.88], [-1.12, 2.79, -12.82], [2.01, 2.44, -12.63], [1.20, 3.79, -13.46], [2.14, 2.65, -14.33], [-5.58, -5.22, -20.99], [-4.76, -4.73, -19.77], [-5.33, -3.85, -19.10], [-3.70, -5.30, -19.44], [-6.38, -5.83, -20.59], [-5.06, -6.00, -21.54], [-5.86, -4.41, -21.66], [-2.25, -8.40, -8.99], [-1.94, -7.06, -9.76], [-0.84, -6.89, -10.36], [-2.73, -6.14, -9.81], [-2.20, -9.16, -9.77], [-3.21, -8.39, -8.47], [-1.44, -8.63, -8.30], [-10.01, 3.63, -8.48], [-9.07, 2.55, -7.95], [-9.49, 1.51, -7.49], [-7.85, 2.83, -7.87], [-9.85, 3.73, -9.55], [-9.74, 4.56, -7.96], [-11.06, 3.46, -8.26], [-12.73, 0.19, -13.72], [-13.91, -0.72, -13.75], [-14.83, -0.57, -12.90], [-13.86, -1.65, -14.54], [-12.82, 0.95, -12.95], [-12.60, 0.76, -14.64], [-11.86, -0.36, -13.38], [6.81, 5.57, -7.86], [5.52, 6.43, -7.95], [4.40, 5.85, -8.02], [5.63, 7.70, -7.82], [6.99, 5.10, -8.82], [6.70, 4.67, -7.26], [7.76, 6.09, -7.90], [6.20, -0.91, -18.32], [5.49, -2.16, -17.87], [4.61, -2.11, -16.97], [5.79, -3.26, -18.43], [6.93, -0.52, -17.61], [5.49, -0.08, -18.38], [6.79, -1.01, -19.23], [5.63, 10.49, -16.26], [5.44, 10.17, -17.71], [4.93, 11.00, -18.49], [5.77, 9.02, -18.12], [4.84, 10.01, -15.68], [5.69, 11.56, -16.07], [6.53, 10.11, -15.78]],
  "de_lowest_kj_mol": 3063.95,
  "total_charge": 3,
  "largest_force_ev_per_a": 4.06,
  "lumo_energy_ev": -5.05,
  "e_tot_ha": -4493.4828,
  "mol_weight_g_mol": 1314.8
}

---

[6]
{
  "formula": "C37H34MnNO3P",
  "method": "ωB97M-V/def2-TZVPD",
  "elements": ["Mn", "C", "C", "C", "C", "C", "C", "C", "P", "C", "C", "C", "C", "C", "C", "C", "C", "C", "C", "C", "C", "C", "C", "H", "H", "H", "H", "H", "H", "H", "H", "H", "H", "H", "H", "H", "H", "H", "H", "H", "H", "H", "H", "O", "C", "C", "O", "O", "C", "C", "C", "C", "C", "C", "C", "C", "C", "C", "C", "C", "H", "H", "H", "H", "H", "H", "H", "H", "H", "H", "H", "C", "C", "N", "H", "H", "H"],
  "positions_angstrom": [[-0.13, 0.31, 0.77], [3.48, -0.49, 2.55], [4.42, -0.35, 1.39], [5.76, -0.66, 1.51], [6.64, -0.52, 0.45], [6.18, -0.06, -0.77], [4.84, 0.25, -0.91], [3.95, 0.10, 0.15], [2.19, 0.55, -0.11], [2.02, -0.10, -1.82], [1.87, 0.76, -2.91], [1.63, 0.25, -4.17], [1.52, -1.11, -4.35], [1.69, -1.97, -3.28], [1.96, -1.49, -2.01], [2.17, -2.42, -0.86], [2.31, 2.36, -0.20], [3.47, 3.10, -0.05], [3.41, 4.47, 0.18], [2.17, 5.09, 0.32], [1.01, 4.37, 0.15], [1.04, 3.00, -0.17], [-0.15, 2.24, -0.42], [4.02, -0.84, 3.43], [2.69, -1.21, 2.32], [3.01, 0.47, 2.78], [6.14, -1.02, 2.47], [7.68, -0.77, 0.58], [6.86, 0.07, -1.60], [4.47, 0.61, -1.86], [1.95, 1.83, -2.75], [1.51, 0.93, -5.01], [1.30, -1.52, -5.33], [1.61, -3.04, -3.44], [1.90, -3.44, -1.13], [1.56, -2.12, -0.01], [3.22, -2.42, -0.56], [4.44, 2.61, -0.08], [4.32, 5.04, 0.29], [2.13, 6.14, 0.55], [0.05, 4.87, 0.24], [-0.12, 1.67, -1.37], [-1.06, 2.84, -0.35], [-2.44, 0.44, -0.11], [-3.10, -0.83, -0.15], [-1.94, -1.93, -0.20], [-2.25, -3.08, -0.44], [-0.80, -1.47, 0.06], [-3.94, -1.02, -1.39], [-4.76, -2.15, -1.46], [-5.47, -2.41, -2.61], [-5.39, -1.55, -3.70], [-4.59, -0.43, -3.62], [-3.85, -0.17, -2.48], [-3.92, -0.98, 1.12], [-5.10, -0.26, 1.23], [-5.85, -0.32, 2.39], [-5.42, -1.09, 3.46], [-4.23, -1.80, 3.36], [-3.48, -1.73, 2.20], [-3.10, 1.13, 0.04], [-4.81, -2.82, -0.62], [-6.09, -3.30, -2.67], [-5.95, -1.77, -4.60], [-4.53, 0.24, -4.47], [-3.20, 0.69, -2.44], [-5.45, 0.34, 0.40], [-6.78, 0.24, 2.47], [-6.00, -1.15, 4.36], [-3.89, -2.41, 4.18], [-2.55, -2.28, 2.12], [-0.38, 0.58, 5.31], [-0.40, 0.57, 3.88], [-0.40, 0.57, 2.72], [-0.92, -0.28, 5.70], [-0.85, 1.50, 5.68], [0.66, 0.55, 5.66]],
  "de_lowest_kj_mol": 82.78,
  "s2": 8.761,
  "spin_multiplicity": 6,
  "largest_force_ev_per_a": 3.20,
  "lumo_energy_ev": [-0.10, -0.11],
  "e_tot_ha": -3203.2068,
  "mol_weight_g_mol": 626.6
}

---

[7]
{
  "formula": "C2H4ClN2P",
  "method": "ωB97M-V/def2-TZVPD",
  "elements": ["C", "C", "N", "N", "P", "Cl", "H", "H", "H", "H"],
  "positions_angstrom": [[0.05, 0.74, -0.08], [0.26, -0.75, 0.13], [1.20, 1.68, -0.33], [2.33, 1.48, 0.09], [2.83, 0.08, 0.83], [4.26, -0.51, -0.45], [-0.44, 1.06, -1.01], [-0.47, 1.02, 0.88], [0.23, -1.10, 1.11], [0.24, -1.39, -0.64]],
  "de_lowest_kj_mol": 372.15,
  "largest_force_ev_per_a": 5.54,
  "lumo_energy_ev": [-0.93, -0.87],
  "e_tot_ha": -989.5358,
  "mol_weight_g_mol": 122.5
}

---

[8]
{
  "formula": "C2H4N4O2S",
  "method": "ωB97M-V/def2-TZVPD",
  "elements": ["C", "C", "N", "N", "N", "N", "O", "O", "S", "H", "H", "H", "H"],
  "positions_angstrom": [[-2.02, -0.04, 0.14], [-1.00, -0.90, -0.09], [-1.62, 1.19, 0.20], [-0.37, 1.20, 0.01], [0.02, -0.04, -0.22], [2.30, 1.35, -0.21], [2.26, -0.90, 0.77], [-0.67, -2.19, -0.22], [1.81, -0.25, -0.43], [-3.11, -0.24, 0.45], [-1.54, -2.79, -0.19], [1.94, 1.90, -0.91], [1.99, 1.71, 0.69]],
  "de_lowest_kj_mol": 147.36,
  "largest_force_ev_per_a": 6.22,
  "lumo_energy_ev": 0.24,
  "e_tot_ha": -846.2100,
  "mol_weight_g_mol": 148.1
}